# 1
Here is C56H60F6N5O11PS2SiTeTi as an isolated structure from the Open Molecules 2025 dataset. Energies are from the ωB97M-V functional and the def2-TZVPD basis.

Computed properties:
* DFT total energy: -174570.9100 eV
* spin multiplicity: 1
* net charge: -2
* gap between HOMO and LUMO: 6.2 eV
* energy above the lowest of the compared OMol25 structures with the same formula, charge and spin: 156.3 kJ/mol

Geometry (Å):
Ti -0.231 0.344 1.382
F -3.107 5.393 2.930
C -2.252 4.625 3.662
F -3.056 3.732 4.301
F -1.771 5.444 4.620
S -0.943 3.735 2.405
O 0.167 2.577 1.014
O -0.566 4.989 1.776
N 0.149 3.508 3.642
S 0.248 2.060 4.132
O 1.478 1.785 4.822
O -0.280 1.043 3.237
C -0.990 1.784 5.573
F -2.154 1.312 5.122
F -0.509 0.860 6.424
F -1.244 2.872 6.317
C -1.074 0.682 -3.740
O -1.924 0.055 -2.816
P -1.751 0.391 -1.157
O -2.088 2.008 -1.238
C -3.318 2.550 -1.666
O -3.191 -0.277 -0.795
C -4.113 -0.830 -1.715
H -1.565 0.636 -4.717
H -0.110 0.169 -3.802
H -0.911 1.730 -3.472
H -3.563 2.220 -2.681
H -3.199 3.635 -1.654
H -4.121 2.262 -0.982
H -4.983 -1.114 -1.121
H -3.686 -1.714 -2.190
H -4.416 -0.116 -2.483
C -5.047 0.778 2.412
C -4.337 1.859 1.922
C -3.018 1.706 1.516
C -2.343 0.481 1.557
C -3.112 -0.598 2.026
C -4.422 -0.457 2.455
H -6.073 0.894 2.741
H -4.812 2.831 1.852
H -2.520 2.585 1.123
H -2.686 -1.594 2.040
H -4.966 -1.318 2.826
N 3.813 1.721 3.201
C 2.669 1.707 2.472
N 2.197 0.515 2.271
C 3.067 -0.339 2.916
C 3.084 -1.727 3.004
C 4.108 -2.300 3.730
C 5.088 -1.541 4.370
C 5.093 -0.163 4.282
C 4.083 0.422 3.537
H 4.260 2.546 3.560
H 2.228 2.615 2.114
H 2.333 -2.329 2.514
H 4.156 -3.376 3.807
H 5.858 -2.035 4.947
H 5.844 0.436 4.776
C -0.005 -2.083 4.146
C -0.474 -2.303 2.683
O -1.034 -3.378 2.393
N -0.249 -1.322 1.860
Te -0.789 -2.533 -0.640
C -2.245 -3.680 -1.887
C -3.415 -4.192 -1.303
C -3.758 -3.953 0.140
C -4.315 -4.939 -2.057
C -4.102 -5.208 -3.397
C -5.067 -6.033 -4.203
C -2.967 -4.674 -3.984
C -2.060 -3.916 -3.259
C -0.885 -3.335 -3.981
C 0.777 -3.962 -1.247
C 0.807 -5.259 -0.725
C -0.316 -5.825 0.086
C 1.925 -6.067 -0.906
C 3.041 -5.627 -1.594
C 4.281 -6.467 -1.724
C 2.996 -4.357 -2.140
C 1.895 -3.527 -1.971
C 2.000 -2.166 -2.598
H 0.658 -2.893 4.447
H -0.880 -2.091 4.794
H 0.502 -1.122 4.237
H -2.868 -3.677 0.707
H -4.204 -4.850 0.572
H -4.481 -3.140 0.221
H -5.208 -5.328 -1.582
H -5.809 -6.496 -3.558
H -4.538 -6.816 -4.744
H -5.586 -5.414 -4.936
H -2.785 -4.857 -5.036
H -1.028 -3.377 -5.060
H 0.016 -3.885 -3.717
H -0.758 -2.303 -3.662
H -1.190 -5.185 0.012
H -0.020 -5.858 1.132
H -0.563 -6.834 -0.245
H 1.934 -7.054 -0.460
H 4.198 -7.377 -1.135
H 5.149 -5.907 -1.377
H 4.456 -6.741 -2.765
H 3.853 -3.982 -2.686
H 2.108 -2.259 -3.682
H 2.881 -1.652 -2.217
H 1.115 -1.570 -2.375
C 4.327 1.132 -2.360
C 3.001 1.019 -2.738
C 2.017 1.647 -1.997
C 2.327 2.460 -0.913
C 3.667 2.561 -0.553
C 4.655 1.889 -1.250
Si 0.946 3.476 -0.040
C -0.046 4.327 -1.449
C -1.068 5.226 -1.157
C -1.730 5.920 -2.155
C -1.394 5.725 -3.485
C -0.360 4.859 -3.793
C 0.311 4.186 -2.787
C 2.057 4.970 0.464
C 2.279 5.428 1.757
C 3.136 6.491 2.003
C 3.801 7.114 0.960
C 3.585 6.677 -0.337
C 2.726 5.621 -0.573
H 5.099 0.621 -2.921
H 2.739 0.425 -3.605
H 0.975 1.502 -2.244
H 3.952 3.179 0.290
H 5.688 1.946 -0.930
H -1.317 5.395 -0.122
H -2.511 6.623 -1.893
H -1.924 6.250 -4.270
H -0.063 4.710 -4.824
H 1.140 3.546 -3.049
H 1.749 4.964 2.577
H 3.291 6.834 3.019
H 4.483 7.934 1.155
H 4.093 7.156 -1.167
H 2.572 5.279 -1.587
O 2.973 -0.391 -0.019
N 1.850 -0.829 0.099
O 1.652 -1.993 0.367
O 0.861 -0.075 -0.154


# 2
Here is a 2-piece molecular cluster, C3H8O4 overall from the Open Molecules 2025 dataset. Energies are from the ωB97M-V functional and the def2-TZVPD basis.

Computed properties:
* DFT total energy: -11430.5632 eV
* spin multiplicity: 1
* SMILES string: O=C(O)CCO.O
* net charge: 0
* gap between HOMO and LUMO: 11.0 eV
* energy above the lowest of the compared OMol25 structures with the same formula, charge and spin: 68.1 kJ/mol

Geometry (Å):
O -1.967 -0.394 1.510
C -0.936 -0.613 0.876
O -0.545 -1.809 0.393
C 0.170 0.390 0.560
C -0.367 1.785 0.465
O 0.638 2.543 -0.158
H -1.313 -2.387 0.653
H 0.557 0.051 -0.421
H 0.963 0.215 1.312
H -0.446 2.239 1.472
H -1.348 1.900 -0.034
H 0.403 3.491 -0.080
O 1.364 -2.389 -2.574
H 0.937 -3.120 -2.073
H 1.890 -1.901 -1.900


# 3
Here is C20H42GeN3O7STi as an isolated structure from the Open Molecules 2025 dataset. Energies are from the ωB97M-V functional and the def2-TZVPD basis.

Computed properties:
* <S²>: 0.75
* DFT total energy: -130694.6408 eV
* spin multiplicity: 2
* net charge: 0
* gap between HOMO and LUMO (alpha / beta): 6.5 / 6.5 eV
* energy above the lowest of the compared OMol25 structures with the same formula, charge and spin: 288.8 kJ/mol

Geometry (Å):
Ti -0.828 -0.185 -0.673
C -1.516 0.311 3.695
C -1.403 -0.936 2.828
C -2.794 -1.391 2.402
C -0.754 -2.054 3.646
O -0.608 -0.620 1.661
Ge 0.939 -1.504 1.181
O 1.342 0.064 0.112
C 2.712 0.245 -0.272
C 2.947 1.715 -0.603
C 3.655 -0.130 0.878
C 3.071 -0.634 -1.475
O 0.050 -2.028 -0.488
C -0.078 -3.346 -1.062
C -1.520 -3.816 -0.881
C 0.295 -3.294 -2.543
C 0.883 -4.296 -0.352
H -2.175 0.115 4.544
H -0.535 0.600 4.077
H -1.940 1.120 3.104
H -3.348 -1.762 3.265
H -3.343 -0.568 1.953
H -2.718 -2.185 1.656
H -1.357 -2.247 4.533
H -0.690 -2.978 3.062
H 0.253 -1.774 3.962
H 2.560 2.342 0.202
H 4.018 1.892 -0.726
H 2.456 2.010 -1.534
H 3.327 0.346 1.805
H 3.667 -1.209 1.038
H 4.671 0.192 0.649
H 2.397 -0.454 -2.312
H 4.093 -0.432 -1.797
H 2.994 -1.690 -1.198
H -2.203 -2.990 -1.087
H -1.749 -4.647 -1.550
H -1.687 -4.139 0.149
H -0.519 -2.897 -3.147
H 1.163 -2.646 -2.678
H 0.544 -4.290 -2.908
H 0.654 -4.351 0.713
H 0.806 -5.295 -0.782
H 1.912 -3.944 -0.460
N 0.028 2.920 0.171
C -0.242 4.313 0.481
C -0.557 4.525 1.962
C 0.543 4.163 2.977
N 1.020 2.801 2.920
H 0.316 2.759 -0.780
H -0.757 2.326 0.439
H -1.111 4.670 -0.094
H 0.623 4.924 0.202
H -1.435 3.908 2.180
H -0.789 5.580 2.119
H 0.131 4.406 3.969
H 1.405 4.812 2.800
H 0.354 2.058 3.042
H 1.940 2.617 3.272
O -4.288 1.503 -0.538
S -2.936 1.120 -0.311
O -1.928 1.589 -1.339
O -2.729 -0.416 -0.461
O -2.362 1.522 0.974
C -0.617 0.256 -5.420
C 0.332 0.895 -4.646
C 0.322 0.701 -3.278
N -0.529 -0.116 -2.661
C -1.532 -0.630 -3.398
C -1.585 -0.490 -4.769
H -0.649 0.393 -6.492
H 1.074 1.545 -5.087
H 1.020 1.224 -2.640
H -2.317 -1.142 -2.857
H -2.389 -0.958 -5.320


> Which of these has the highest spin multiplicity?

C20H42GeN3O7STi